{
  "formula": "C32H64O24",
  "method": "ωB97M-V/def2-TZVPD",
  "elements": ["C", "C", "O", "C", "O", "O", "C", "H", "H", "H", "H", "H", "H", "H", "H", "C", "C", "O", "C", "O", "O", "C", "H", "H", "H", "H", "H", "H", "H", "H", "C", "C", "O", "C", "O", "O", "C", "H", "H", "H", "H", "H", "H", "H", "H", "C", "C", "O", "C", "O", "O", "C", "H", "H", "H", "H", "H", "H", "H", "H", "C", "C", "O", "C", "O", "O", "C", "H", "H", "H", "H", "H", "H", "H", "H", "C", "C", "O", "C", "O", "O", "C", "H", "H", "H", "H", "H", "H", "H", "H", "C", "C", "O", "C", "O", "O", "C", "H", "H", "H", "H", "H", "H", "H", "H", "C", "C", "O", "C", "O", "O", "C", "H", "H", "H", "H", "H", "H", "H", "H"],
  "coordinates": [[0.834798, 5.554138, 0.404997], [0.614308, 4.587348, 1.482887], [0.165208, 5.182138, 2.736587], [0.200108, 4.446638, 3.827027], [1.047098, 3.590028, 4.054397], [-0.692142, 4.940198, 4.707527], [-0.770932, 4.314368, 5.974647], [1.418148, 5.065878, -0.375653], [1.473518, 6.352748, 0.782297], [-0.145992, 5.884278, 0.062717], [1.558158, 4.057408, 1.610967], [-0.053482, 3.793738, 1.147697], [-1.274892, 3.351878, 5.886757], [-1.403272, 4.945798, 6.598777], [0.254278, 4.222778, 6.333327], [1.510658, -3.262392, -4.848323], [1.179818, -4.521582, -4.100163], [0.224778, -5.191862, -4.816323], [-0.050452, -6.452212, -4.578973], [0.650278, -7.199522, -3.892593], [-1.238722, -6.765372, -5.154343], [-1.664852, -8.129092, -5.298933], [2.222488, -3.524472, -5.631073], [1.918748, -2.509552, -4.173933], [0.655048, -2.776552, -5.317373], [1.000588, -4.315542, -3.044933], [2.035658, -5.189282, -4.001073], [-1.029552, -8.654222, -6.012173], [-2.731112, -8.236022, -5.498333], [-1.486932, -8.677132, -4.373673], [4.526898, 4.457928, 1.829627], [4.678778, 2.985048, 1.368277], [3.444568, 2.182658, 1.460587], [3.189188, 1.365178, 2.421107], [3.889548, 1.162468, 3.430897], [2.031478, 0.743618, 2.115207], [1.546288, -0.452122, 2.697297], [4.146218, 4.658938, 2.831007], [3.937348, 4.974998, 1.072557], [5.533468, 4.874208, 1.789277], [5.469728, 2.541328, 1.972947], [5.080288, 2.910868, 0.357637], [2.227288, -1.218582, 2.327337], [0.530118, -0.634752, 2.347797], [1.525098, -0.412742, 3.786387], [-5.776322, -4.083742, 2.804947], [-6.209412, -4.673682, 1.495667], [-5.174252, -5.476182, 0.868707], [-4.524412, -5.027822, -0.302773], [-4.728572, -3.941082, -0.870133], [-3.643532, -5.983202, -0.664413], [-2.709902, -5.721982, -1.772163], [-4.890822, -3.458432, 2.691077], [-5.634432, -4.936652, 3.468647], [-6.492402, -3.390972, 3.246997], [-6.584602, -3.987692, 0.736217], [-7.017162, -5.382152, 1.679277], [-1.867582, -5.130352, -1.413603], [-3.054272, -5.059562, -2.566333], [-2.436752, -6.654702, -2.265633], [-3.250292, 4.077168, 0.188257], [-3.370892, 2.548538, 0.369657], [-3.082712, 1.887748, -0.893613], [-4.201602, 1.706188, -1.699323], [-5.338162, 2.218818, -1.507783], [-3.786832, 1.062678, -2.785793], [-4.647972, 0.943938, -3.943153], [-3.291372, 4.623788, 1.130397], [-3.932172, 4.565668, -0.507803], [-2.205652, 4.224858, -0.085603], [-4.338892, 2.347358, 0.828567], [-2.641102, 2.111988, 1.051517], [-4.757672, 1.870468, -4.506733], [-5.648362, 0.551708, -3.760183], [-4.200932, 0.291418, -4.693133], [6.486898, 8.807658, -2.095553], [5.308468, 7.866988, -1.944293], [5.548448, 6.588078, -2.537913], [4.665888, 5.644378, -2.198373], [3.748538, 5.824158, -1.397993], [4.982338, 4.482008, -2.702563], [4.166218, 3.374918, -2.664813], [7.418198, 8.294378, -1.856123], [6.401148, 9.573748, -1.324943], [6.550988, 9.240828, -3.093733], [4.415908, 8.226838, -2.456083], [5.064608, 7.715638, -0.892753], [4.676458, 2.557658, -3.174583], [3.255788, 3.681628, -3.179743], [3.837018, 2.981508, -1.703073], [1.839808, -4.629022, 0.959177], [0.267588, -4.732242, 1.227547], [0.056088, -5.272122, 2.520987], [-0.076772, -4.459162, 3.565957], [-0.165842, -3.253172, 3.472357], [-0.160802, -5.227612, 4.618387], [-0.133972, -4.649842, 5.899597], [2.158798, -3.877942, 0.236527], [2.163808, -5.593502, 0.568157], [2.334688, -4.388052, 1.899987], [-0.063532, -5.423712, 0.452727], [-0.262502, -3.833442, 0.912497], [0.081928, -5.388052, 6.671957], [-1.119722, -4.268462, 6.165957], [0.589908, -3.844542, 6.024427], [0.290198, 1.742408, -0.418193], [0.255398, 0.401898, -1.101523], [-0.846832, -0.364872, -0.613243], [-0.762462, -1.727992, -0.649543], [0.214998, -2.298392, -1.154283], [-1.852272, -2.295972, -0.017453], [-2.825142, -1.519962, 0.659457], [1.232458, 2.253318, -0.616253], [0.121988, 1.695788, 0.657737], [-0.549082, 2.335528, -0.781403], [1.219658, -0.080952, -0.942873], [0.171398, 0.498048, -2.184013], [-3.519442, -0.896182, 0.096477], [-2.372922, -0.760582, 1.297367], [-3.552942, -2.149352, 1.171587]],
  "atomic_forces_ev_per_a": [[-0.22, 0.91, -0.03], [1.05, -1.93, 0.92], [-0.79, 0.34, -1.58], [2.03, -0.58, 1.16], [-1.70, 0.59, -0.12], [-0.20, 0.05, -1.20], [0.23, -0.16, 0.06], [-0.29, 0.01, -0.18], [-0.26, 0.34, -0.20], [0.32, 0.55, -0.41], [0.06, 0.02, 0.74], [-0.55, 0.20, 0.42], [0.29, -0.16, 0.01], [0.32, 0.12, -0.05], [-0.27, -0.26, 0.47], [0.40, 0.37, -0.21], [2.43, 0.29, 1.33], [-2.70, -0.29, -1.21], [0.67, -2.28, 1.63], [-1.47, 1.02, -1.37], [0.09, 0.54, -0.32], [1.21, -0.78, 1.13], [0.06, 0.39, -0.08], [0.32, -0.15, -0.04], [-0.23, -0.33, 0.08], [-1.24, -0.01, 0.01], [0.43, 0.13, -0.34], [-0.28, 0.24, -0.42], [0.24, 0.74, -0.36], [0.02, 0.17, 0.28], [-0.04, -0.62, -1.13], [0.23, 0.01, 1.84], [0.92, 2.16, -2.32], [1.02, -2.26, 3.90], [-1.70, 0.32, -2.38], [-0.09, 1.42, -0.69], [0.85, -0.28, 0.45], [-0.16, -0.57, -0.08], [-0.13, 0.27, 0.20], [0.08, 0.09, -0.06], [-0.38, -0.41, 0.31], [-0.73, 0.11, -0.21], [-0.32, -0.48, 0.38], [0.18, 0.21, -0.21], [0.21, 0.01, -0.04], [0.38, 0.22, -0.05], [-0.55, -0.18, -1.37], [1.44, 0.42, -1.71], [-0.87, 1.71, 0.30], [0.51, -2.93, 1.56], [-0.29, 0.69, -0.48], [-0.25, 1.02, -0.02], [0.34, -0.40, 0.07], [0.41, 0.38, 0.32], [-0.47, -0.32, -0.17], [0.18, 0.37, 0.23], [0.01, -0.09, -0.03], [0.27, -0.59, 0.46], [-1.03, -0.11, 0.21], [-0.01, -0.09, 0.69], [1.34, -0.48, 0.60], [-0.30, 0.99, 0.04], [-2.64, -0.51, -0.37], [-1.82, 2.72, 0.49], [3.80, -2.14, -0.47], [-0.33, -0.36, -0.41], [-0.38, 0.11, -0.60], [-0.42, -0.27, 0.28], [0.01, -0.52, -0.09], [-0.01, 0.36, -0.62], [-0.24, -0.57, -0.72], [0.28, 0.43, -0.06], [0.05, 0.46, 0.64], [0.17, 0.10, 0.63], [0.53, -0.31, 0.67], [0.07, -0.50, 0.13], [-0.59, 0.31, 0.15], [0.37, -1.05, -0.47], [-1.29, 0.77, 2.54], [0.73, -0.28, -1.31], [2.58, 0.76, -0.67], [-1.95, -0.88, -0.32], [0.03, -0.14, -0.18], [-0.17, 0.25, -0.27], [0.06, 0.04, 0.14], [-0.04, 0.43, 0.27], [0.00, 0.01, -0.05], [-0.02, 0.31, -0.17], [-0.23, -0.59, -0.23], [0.41, 0.52, 0.48], [-1.20, 0.00, 0.42], [2.13, 0.45, -2.01], [-0.33, -0.50, -0.43], [-0.39, 1.21, -1.84], [0.27, -0.45, 0.79], [0.43, -0.85, 0.92], [-0.53, 0.78, 1.24], [-0.51, 0.13, -0.06], [0.23, 0.00, 0.33], [0.12, -0.18, 0.00], [-0.36, -0.63, 0.66], [0.03, 0.25, 1.19], [0.18, -0.42, -0.56], [-0.06, 0.23, -0.21], [0.03, 0.01, -0.44], [-1.07, 0.41, -0.07], [1.00, -0.07, -0.19], [-0.40, -1.28, 0.43], [1.14, 0.98, -0.23], [-3.10, 0.39, 1.44], [1.69, -0.15, -1.52], [-0.84, 1.49, 0.52], [-0.04, -0.03, 0.04], [0.44, -0.43, 0.02], [0.10, 0.28, -0.23], [-0.25, -0.53, 0.28], [-0.25, 0.09, -0.06], [0.46, -0.20, -1.29], [0.28, -0.52, 0.46], [0.84, -0.55, 0.25]],
  "lowdin_charge": [-0.063, -0.226, 0.059, -0.581, 0.114, -0.011, -0.046, 0.073, 0.092, 0.081, 0.101, 0.094, 0.097, 0.094, 0.098, -0.053, -0.260, 0.050, -0.558, 0.102, -0.018, -0.040, 0.079, 0.077, 0.082, 0.119, 0.125, 0.096, 0.095, 0.086, -0.042, -0.144, 0.030, -0.591, 0.088, -0.045, -0.028, 0.085, 0.048, 0.077, 0.115, 0.108, 0.100, 0.084, 0.100, -0.063, -0.226, -0.011, -0.481, 0.078, -0.001, -0.003, 0.065, 0.083, 0.081, 0.116, 0.119, 0.082, 0.092, 0.089, -0.049, -0.204, -0.019, -0.504, 0.074, 0.004, -0.028, 0.078, 0.083, 0.051, 0.118, 0.113, 0.094, 0.096, 0.090, -0.057, -0.219, 0.044, -0.577, 0.083, 0.021, -0.058, 0.080, 0.079, 0.078, 0.130, 0.122, 0.105, 0.106, 0.081, -0.033, -0.180, 0.041, -0.609, 0.121, 0.030, -0.048, 0.058, 0.066, 0.068, 0.110, 0.084, 0.094, 0.096, 0.100, -0.063, -0.203, 0.000, -0.468, 0.086, -0.015, -0.047, 0.080, 0.071, 0.066, 0.120, 0.131, 0.089, 0.094, 0.080],
  "smiles": "CCOC(=O)OC.CCOC(=O)OC.CCOC(=O)OC.CCOC(=O)OC.CCOC(=O)OC.CCOC(=O)OC.CCOC(=O)OC.CCOC(=O)OC",
  "relative_energy_kcal_mol": 84.9,
  "gap_ev": 10.595
}